# 1
C22H58LiO19 as an isolated structure at a distorted geometry, computed with ωB97M-V with the def2-TZVPD basis set.

Total charge: -1
Orbital gap: 5.5 eV
Strongest force on any atom: 3.81 eV/A
LUMO: 0.031 Ha
M: 633.63 g/mol

Each line ends with the Mulliken charge.
Element x y z (Å)
Li  -3.9531  10.6355  25.3607  0.719
C  -3.8561  7.0165  24.2121  1.604
C  -3.5806  5.7003  23.9101  0.134
C  -3.3381  4.7407  25.0483  0.562
O  -2.9926  3.5440  24.8325  -0.937
C  -3.5215  5.1232  26.3721  0.697
C  -3.8825  6.4593  26.6983  0.315
C  -3.9847  7.5175  25.5533  -0.365
O  -4.1426  8.7321  25.7967  -0.633
O  -4.0852  6.7455  27.9074  -1.309
O  -3.5360  5.3299  22.7079  -0.922
H  -4.0345  7.7072  23.4019  -0.924
H  -3.3639  4.4088  27.1642  0.323
C  0.7014  8.7709  22.3668  -0.690
O  -0.4733  9.3429  21.8270  -0.488
C  -1.6491  8.8717  22.4479  -0.206
C  -2.8424  9.4644  21.7032  0.601
O  -2.8229  9.2365  20.2990  -0.461
C  -3.9156  9.9324  19.7205  -0.745
H  1.5528  9.0579  21.7529  0.364
H  0.7013  7.6851  22.4945  0.205
H  0.8794  9.1620  23.3767  0.302
H  -1.7353  9.3219  23.4450  0.185
H  -1.7066  7.7815  22.4260  0.316
H  -2.7952  10.5395  21.9199  0.373
H  -3.7623  9.0809  22.1474  -0.628
H  -3.8939  9.7879  18.6411  0.290
H  -3.9024  11.0173  19.8713  0.304
H  -4.8875  9.5874  20.0846  0.262
C  4.4637  6.4782  24.0447  -0.779
O  3.1181  6.5423  24.4857  -0.262
C  2.7266  5.3091  25.0392  -0.380
C  2.1546  4.3974  23.9385  -0.469
O  1.0182  4.9201  23.2249  -0.414
C  0.0021  5.4290  24.0645  -0.632
H  4.7421  5.6441  23.3983  0.303
H  5.1124  6.4495  24.9272  0.300
H  4.6575  7.4221  23.5352  0.257
H  1.9413  5.4338  25.7894  0.205
H  3.5224  4.8083  25.5996  0.410
H  1.8525  3.4053  24.2820  0.352
H  2.9066  4.2585  23.1613  0.330
H  -0.8453  5.6825  23.4273  -0.061
H  0.2847  6.3789  24.5339  0.178
H  -0.2799  4.6795  24.8078  0.639
C  -6.1260  11.5987  28.1459  -0.289
O  -7.4503  11.1127  28.2086  -0.412
C  -7.7680  10.3114  27.0794  0.462
C  -8.9156  9.3222  27.3862  -0.612
O  -8.6788  8.7442  28.6557  -0.452
C  -7.7039  7.7074  28.7093  -0.430
H  -5.8647  12.2423  28.9838  0.307
H  -5.9073  12.1658  27.2316  0.112
H  -5.4623  10.7289  28.2047  0.060
H  -6.8958  9.7196  26.7820  -0.338
H  -8.0577  10.9487  26.2345  0.357
H  -9.0412  8.5456  26.6270  0.269
H  -9.8636  9.8595  27.4316  0.331
H  -7.9641  6.8920  28.0306  0.207
H  -7.6935  7.2135  29.6791  0.314
H  -6.7180  8.1376  28.5223  0.191
O  -5.8143  3.0995  23.3629  -0.611
H  -5.8508  3.7135  24.1111  0.310
H  -6.7281  3.0207  23.0750  0.275
O  -3.1177  9.2216  28.6168  -0.687
H  -2.1881  9.3383  28.4026  0.315
H  -3.3505  8.3472  28.2420  0.213
O  -6.0069  4.8681  28.6422  -0.734
H  -5.5100  4.3391  29.2724  0.291
H  -5.3952  5.5816  28.3860  0.276
O  -5.3136  6.9427  20.7833  -0.669
H  -5.3232  6.1276  21.3029  0.320
H  -4.3794  7.0861  20.5956  0.329
O  -1.1137  2.8812  27.3894  -0.730
H  -1.3008  3.6496  27.9566  0.544
H  -1.7607  2.9350  26.6695  0.272
C  -5.1010  1.8535  27.1254  0.153
O  -5.4961  0.7056  27.8954  -0.585
H  -5.5529  1.9165  26.1329  0.209
H  -5.3854  2.7669  27.6534  -0.023
H  -4.0273  1.9001  26.9540  0.111
H  -6.4458  0.6656  27.7527  0.316
C  -0.9552  6.3691  28.8997  -0.220
O  -1.6691  5.1354  29.0561  -0.592
H  0.0263  6.0137  28.5823  0.310
H  -1.3307  7.0102  28.1011  -0.076
H  -0.9314  6.8966  29.8537  0.216
H  -2.5953  5.4236  29.0633  0.326
C  -6.2586  10.3156  23.4207  -0.141
O  -5.5498  11.2165  24.2516  -0.545
H  -7.1466  9.9294  23.9234  0.227
H  -6.6065  10.8373  22.5224  0.340
H  -5.5740  9.5433  23.0791  -0.241
H  -6.2370  11.7686  24.6408  0.251
C  -7.0906  6.3674  25.0237  -0.399
O  -6.4833  5.1866  25.4166  -0.393
H  -6.7831  6.6212  24.0043  0.228
H  -8.1758  6.2184  24.9305  0.446
H  -6.9267  7.2189  25.6859  -0.121
H  -6.0895  5.2260  26.2946  0.182

Force components x, y, z for each atom (eV/Å):
-0.6 -1.4 0.2
-0.6 2.2 2.9
0.0 -1.0 -2.6
0.9 -3.7 -0.2
-0.2 1.7 -0.4
-0.7 3.1 0.4
0.9 -2.2 -0.9
0.7 -2.2 -2.3
-0.2 2.0 0.5
-0.3 1.3 0.8
0.2 -0.1 1.4
0.0 0.0 0.0
-0.1 0.0 0.0
0.2 0.3 0.7
0.2 -0.4 -0.1
-0.4 0.4 -1.1
0.6 0.2 0.1
-0.6 0.5 0.6
-0.2 -0.1 -0.5
-0.1 0.0 -0.2
-0.3 -0.1 -0.4
0.0 0.1 0.1
0.1 -0.6 0.4
0.1 -0.1 0.4
-0.2 0.2 -0.3
-0.1 -0.1 -0.1
0.1 -0.2 0.0
0.4 0.1 0.3
0.0 -0.3 0.1
0.1 0.9 0.6
0.4 -0.3 0.0
-1.3 -0.9 -0.2
-0.5 0.1 -0.6
0.9 0.4 0.3
-0.2 0.1 -0.2
-0.4 -0.1 -0.1
0.2 -0.1 0.0
0.0 -0.1 -0.2
0.0 0.6 -0.1
0.3 0.0 -0.3
0.3 0.0 0.6
0.1 -0.1 0.0
-0.1 -0.4 0.0
0.2 -0.1 0.2
-0.2 0.1 0.1
0.4 -0.9 0.0
-0.4 0.3 -0.3
0.0 -0.5 -0.1
0.7 0.4 1.1
-0.8 -0.3 0.3
-0.1 0.2 -0.4
-0.5 0.0 0.2
-0.2 0.1 -0.2
0.3 0.1 -0.2
0.2 0.1 0.0
0.0 0.1 -0.2
0.4 0.1 -0.3
0.0 0.0 0.3
0.2 0.1 -0.4
-0.2 0.5 0.3
0.2 -0.4 -0.2
-0.2 -0.1 0.0
0.0 0.1 0.0
0.0 0.0 0.1
0.3 0.4 0.0
0.0 0.0 0.1
-0.5 -0.1 0.1
-0.4 0.1 0.0
0.0 0.0 0.0
0.3 0.2 0.2
-0.2 0.2 -0.1
0.3 0.0 0.1
0.1 -0.2 0.1
0.0 0.1 0.0
0.0 -0.1 -0.2
0.1 0.1 -0.1
0.1 0.7 0.0
0.0 0.3 -0.6
-0.1 -0.4 0.0
0.0 0.0 0.0
0.0 -0.4 0.3
0.0 -0.3 0.2
0.6 -1.1 -0.2
-0.7 1.0 0.1
0.3 0.5 0.3
-0.3 -0.1 0.0
0.2 0.2 -0.1
-0.2 -0.3 -0.1
-0.4 -0.3 -1.1
0.2 0.5 0.8
0.3 -0.4 0.1
0.1 0.0 0.0
-0.2 -0.2 0.3
0.3 0.2 0.2
-1.0 0.5 -0.7
0.3 -0.9 0.1
0.4 0.1 0.1
-0.1 0.0 0.3
0.2 0.0 0.0
0.0 0.0 0.0

# 2
A 12-piece molecular cluster, C51H104Cl2F6N14O12S6 overall at a distorted geometry, computed with ωB97M-V with the def2-TZVPD basis set.

Total charge: +2
Orbital gap: 2.9 eV
Strongest force on any atom: 14.02 eV/A
LUMO: -0.198 Ha
M: 1482.78 g/mol

Each line ends with the Mulliken charge.
Element x y z (Å)
C  -3.1048  2.4978  -3.3719  -0.420
C  -4.5016  3.0667  -3.6333  -1.170
C  -5.0490  2.5373  -4.9467  0.504
C  -6.2538  3.3233  -5.4812  -1.195
N  -6.8446  2.7127  -6.8321  0.128
C  -7.9213  3.6765  -7.5063  -0.512
C  -7.7008  3.3505  -8.9428  -0.726
C  -6.3016  2.6764  -9.1809  -0.635
C  -5.6495  2.4671  -7.8166  -0.336
C  -7.4986  1.3547  -6.5863  -0.713
H  -2.3761  2.7742  -4.1339  0.223
H  -3.1586  1.4140  -3.4747  -0.172
H  -2.7127  2.7956  -2.3994  0.514
H  -4.5949  4.1441  -3.4969  0.516
H  -5.1348  2.7013  -2.8248  0.296
H  -5.3809  1.5148  -4.7669  0.164
H  -4.2312  2.5162  -5.6670  0.207
H  -6.0598  4.3515  -5.7867  0.396
H  -7.1849  3.3180  -4.9146  0.353
H  -8.9253  3.7102  -7.0831  0.446
H  -7.4886  4.6768  -7.4861  0.320
H  -8.5401  2.7131  -9.2209  0.281
H  -7.8853  4.2537  -9.5244  0.478
H  -6.3203  1.7078  -9.6804  0.326
H  -5.7342  3.3914  -9.7767  0.358
H  -5.1066  1.5277  -7.7121  0.027
H  -5.0427  3.3714  -7.7694  0.463
H  -8.2795  1.4738  -5.8352  0.363
H  -6.7493  0.6204  -6.2904  0.145
H  -7.9799  0.9408  -7.4724  0.391
C  2.7846  -2.0999  -6.5326  -1.059
C  3.9169  -1.9937  -5.5391  -0.650
C  3.5275  -2.5194  -4.1626  0.388
C  4.6750  -2.1531  -3.1166  -1.030
N  4.3357  -2.6243  -1.6461  0.759
C  4.5635  -4.1509  -1.4996  -0.436
C  3.4240  -4.5417  -0.5979  -0.755
C  2.2666  -3.7748  -1.1061  0.016
C  2.8970  -2.3507  -1.1427  -0.140
C  5.3176  -1.9476  -0.7628  -1.290
H  1.8108  -1.9044  -6.0837  0.105
H  2.7856  -3.0495  -7.0678  0.367
H  2.8905  -1.2365  -7.1893  0.360
H  4.1716  -0.9339  -5.5350  0.329
H  4.8462  -2.4685  -5.8540  0.405
H  3.3472  -3.5939  -4.1302  0.377
H  2.5974  -2.0141  -3.9022  -0.282
H  4.6743  -1.0693  -3.0002  0.401
H  5.6534  -2.5845  -3.3279  0.391
H  5.5438  -4.2257  -1.0290  0.324
H  4.5655  -4.5612  -2.5094  0.370
H  3.7332  -4.2572  0.4079  0.224
H  3.2599  -5.6171  -0.5293  0.456
H  1.4952  -3.6049  -0.3551  0.252
H  1.9243  -4.1532  -2.0693  0.208
H  2.9188  -1.9176  -0.1427  -0.081
H  2.3190  -1.6441  -1.7382  -0.423
H  5.0879  -0.8856  -0.6767  0.393
H  6.2773  -2.0503  -1.2693  0.427
H  5.2058  -2.4356  0.2055  0.510
C  6.6375  4.6051  5.7622  -1.485
C  5.7091  3.4333  5.4297  0.119
C  5.9797  2.2133  6.3803  -0.647
C  4.9267  1.0547  6.0779  -0.081
N  5.1494  -0.1760  7.0269  0.415
C  6.5164  -0.8736  6.7677  -0.706
C  6.3014  -2.3527  7.0928  -0.586
C  4.8425  -2.6180  7.1969  -0.897
C  4.1713  -1.3278  6.5699  0.033
C  5.0366  0.1673  8.5237  -0.731
H  6.2641  5.1648  6.6198  0.363
H  6.7084  5.3483  4.9680  0.408
H  7.6754  4.3301  5.9499  0.347
H  5.9957  3.0312  4.4579  0.080
H  4.6411  3.6457  5.3808  0.203
H  5.8255  2.7068  7.3398  0.437
H  7.0037  1.8464  6.3090  0.443
H  4.8386  0.5829  5.0992  -0.224
H  3.8740  1.3170  6.1829  -0.123
H  7.4290  -0.4276  7.1630  0.480
H  6.7412  -0.7198  5.7123  0.320
H  6.7715  -2.5790  8.0498  0.321
H  6.7009  -3.0290  6.3371  0.310
H  4.4609  -2.7288  8.2119  0.357
H  4.4781  -3.4983  6.6674  0.491
H  3.1858  -1.0290  6.9269  0.258
H  4.2278  -1.4512  5.4883  0.023
H  5.8951  0.8242  8.6635  0.373
H  5.0757  -0.7285  9.1435  0.364
H  4.1470  0.7795  8.6722  0.196
C  1.7339  6.2816  1.5654  -1.177
C  2.2871  5.4988  2.7190  -0.684
N  3.1032  4.3694  2.3784  0.316
C  2.7490  3.0255  2.3574  -0.657
C  3.7406  2.3090  1.6960  -0.270
N  4.6704  3.1884  1.2668  0.262
C  4.3231  4.4454  1.7914  -0.435
C  5.8572  2.7966  0.5761  -0.930
H  1.1777  7.1677  1.8711  0.413
H  0.9870  5.7234  1.0008  0.292
H  2.4266  6.6826  0.8255  0.338
H  1.6126  5.1498  3.5009  0.426
H  2.8935  6.1857  3.3094  0.361
H  1.7632  2.8158  2.7456  0.577
H  3.8709  1.2585  1.4816  0.582
H  4.8691  5.3727  1.6993  0.503
H  6.2727  1.8373  0.8846  0.298
H  6.6020  3.5894  0.5063  0.312
H  5.5047  2.6735  -0.4480  0.426
C  0.4608  2.3968  -4.1457  -1.029
C  0.4641  0.9676  -4.9488  -0.234
N  -0.8470  0.5064  -5.4915  0.716
C  -1.4309  0.9106  -6.6628  -0.618
C  -2.5666  0.0816  -6.9278  -0.686
N  -2.7773  -0.6743  -5.8016  0.428
C  -1.7294  -0.4213  -4.9398  -0.491
C  -3.9510  -1.4562  -5.4944  -0.596
H  -0.2139  2.3718  -3.2900  0.113
H  0.0760  3.1546  -4.8282  0.380
H  1.4273  2.6723  -3.7236  0.441
H  0.8528  0.2560  -4.2204  -0.139
H  1.2181  1.0405  -5.7326  0.494
H  -0.9494  1.6448  -7.2916  0.568
H  -3.2459  -0.0106  -7.7624  0.757
H  -1.5149  -0.9896  -4.0468  0.324
H  -3.8171  -2.5300  -5.6250  0.371
H  -4.8625  -1.0950  -5.9706  0.287
H  -4.0129  -1.4010  -4.4075  0.030
C  1.7826  -0.2609  3.7991  -0.979
C  2.0697  -1.1159  2.5470  -0.281
N  0.9143  -1.1561  1.6503  1.265
C  0.0778  -2.2441  1.4726  -0.778
C  -0.7681  -1.8971  0.4484  -0.476
N  -0.4603  -0.6385  -0.0099  0.692
C  0.6613  -0.2011  0.6505  -0.679
C  -1.1404  0.0902  -1.1368  -0.341
H  2.7233  -0.1145  4.3299  0.121
H  1.0609  -0.6964  4.4901  0.687
H  1.4124  0.7376  3.5668  0.184
H  2.2525  -2.1181  2.9348  0.376
H  2.9370  -0.8016  1.9664  -0.454
H  0.1517  -3.0950  2.1336  0.396
H  -1.5907  -2.4633  0.0370  0.324
H  1.1872  0.7352  0.5357  0.323
H  -0.9187  1.1570  -1.1066  0.420
H  -2.2136  -0.0966  -1.1747  -0.257
H  -0.6226  -0.2809  -2.0212  0.059
C  -5.6746  -4.6870  0.9402  -0.854
C  -6.6522  -3.7051  1.5396  -0.746
N  -6.3384  -2.3190  1.1985  0.355
C  -6.6602  -1.7324  -0.0499  -0.673
C  -6.1297  -0.5024  -0.0383  -0.436
N  -5.4746  -0.2871  1.1879  0.270
C  -5.6674  -1.4393  1.9676  -0.412
C  -4.6603  0.8037  1.4959  -0.697
H  -4.6050  -4.5012  1.0374  0.168
H  -5.8625  -4.8600  -0.1195  0.360
H  -5.8405  -5.6414  1.4399  0.446
H  -6.7105  -3.9286  2.6049  0.372
H  -7.7046  -3.8633  1.3039  0.351
H  -7.2067  -2.2018  -0.8544  0.428
H  -6.1353  0.2970  -0.7645  0.537
H  -5.3617  -1.6539  2.9809  0.701
H  -5.2376  1.6785  1.7949  0.340
H  -4.0242  1.0790  0.6546  0.180
H  -3.9957  0.6354  2.3432  0.243
Cl  1.4467  -5.5925  3.1556  -0.832
Cl  5.7473  -0.7814  2.9469  -0.672
N  -3.8030  -1.9313  4.5986  -0.230
S  -2.6187  -2.4058  3.9626  1.093
O  -2.6616  -3.2261  2.7735  -0.530
O  -1.4415  -2.6439  4.8656  -0.510
F  -2.2484  -0.9721  3.2436  -0.379
S  -4.3787  -3.4278  5.2030  1.070
O  -3.6339  -4.0435  6.3313  -0.520
O  -5.0719  -4.2638  4.2443  -0.550
F  -5.6130  -2.7141  5.9817  -0.293
N  -2.0027  -3.0013  -2.9656  0.260
S  -1.6330  -4.4283  -3.0621  0.637
O  -2.4017  -5.4015  -3.7332  -0.607
O  -0.6591  -4.8182  -2.0847  -0.537
F  -0.6437  -4.1838  -4.2805  -0.372
S  -3.4066  -3.3807  -2.1478  0.919
O  -3.2668  -4.2108  -0.9019  -0.502
O  -4.5423  -3.5456  -3.0404  -0.642
F  -3.6979  -1.8760  -1.6022  -0.176
N  1.7191  1.8943  8.3243  -0.076
S  0.6369  2.2878  7.1088  0.942
O  -0.4955  3.1083  7.4365  -0.539
O  0.4965  1.3211  6.0041  -0.373
F  1.7479  3.3485  6.4013  -0.354
S  0.9104  0.7594  8.7582  0.937
O  1.0847  -0.5196  8.0929  -0.575
O  -0.3425  0.9138  9.4671  -0.617
F  1.8587  0.5006  10.0713  -0.374

Force components x, y, z for each atom (eV/Å):
-0.1 0.2 -0.5
-0.2 -0.2 0.9
-0.9 0.3 -0.1
-1.2 -0.7 -1.9
0.7 -1.1 1.1
3.5 0.5 0.1
-1.6 -1.4 -1.4
-0.8 0.1 -0.3
-1.9 2.7 -0.7
0.0 0.4 0.1
-0.1 0.4 -0.1
0.0 -0.2 0.5
-0.1 -0.2 0.0
0.5 0.2 -0.5
-0.2 -0.1 0.1
0.2 -0.2 -0.1
-0.1 0.1 -0.2
0.4 0.0 0.3
0.5 0.1 0.9
0.3 -0.7 0.2
0.0 0.1 1.2
0.3 -0.4 -0.5
0.4 -0.1 -0.2
-0.5 0.3 -0.4
0.3 -0.4 0.0
-0.4 0.3 0.5
0.6 -0.5 1.0
0.2 0.0 0.1
0.0 0.3 0.3
0.1 0.5 -0.3
0.1 0.4 -0.5
0.2 -0.1 0.4
1.6 0.6 1.1
-2.8 -0.4 0.9
0.1 0.7 -1.3
0.0 1.0 -0.1
0.9 -1.5 0.7
-0.1 2.2 0.8
-0.1 -1.1 -1.1
-0.3 0.0 -0.1
-0.1 -0.5 0.4
-0.3 0.2 -0.1
0.1 -0.4 -0.7
0.1 0.2 0.7
-0.2 -0.2 -0.4
0.0 0.0 -0.3
0.0 -0.1 0.4
0.5 0.0 -0.3
-0.1 0.2 -0.2
-0.1 -0.4 -0.3
-0.1 -0.2 0.2
-0.4 0.1 0.3
0.0 0.0 -0.2
-0.5 -1.1 -0.3
-0.3 0.3 0.1
0.5 -0.3 0.1
0.5 0.1 -0.5
-0.1 -0.1 0.1
0.2 -0.1 0.7
0.6 0.3 0.2
-0.5 0.6 0.0
1.6 -1.6 -0.5
-2.2 0.3 -0.9
0.5 -0.6 1.7
0.5 -0.8 -0.8
-0.3 0.2 -1.4
1.1 -0.2 0.5
-2.8 1.3 -0.1
1.2 -0.2 1.4
0.2 0.7 -1.7
0.1 -0.1 0.2
-0.2 0.0 -0.3
-0.1 -0.4 0.1
-0.1 0.2 -0.5
0.0 0.3 0.3
-0.1 -0.8 0.5
-0.1 0.1 -0.2
1.4 0.3 -0.4
0.0 0.6 0.9
-0.6 0.3 1.1
-0.7 -0.3 -0.4
0.2 -0.2 -0.1
0.4 0.4 0.0
0.3 0.0 0.1
0.2 0.1 -0.1
-0.1 -0.3 0.0
0.1 0.6 0.0
0.0 -0.3 0.5
-0.1 0.2 -0.2
-0.2 -0.4 0.1
-1.4 0.1 -1.0
0.4 1.2 1.8
2.8 -2.2 -1.9
-0.1 0.3 -0.5
-1.8 0.4 0.6
-0.8 3.3 3.2
-0.4 -1.6 -1.0
0.5 0.1 -1.9
0.1 -0.1 0.6
0.0 -0.3 -0.1
0.6 -0.4 0.3
-0.7 0.0 -0.5
0.4 0.0 0.0
0.3 -0.6 0.1
-0.1 -0.1 0.3
0.2 -0.2 -0.2
-0.1 0.2 0.6
-0.1 -0.1 0.5
0.3 -0.2 -0.3
-1.1 -1.5 -1.1
0.5 1.7 1.8
-2.4 -1.3 0.7
-1.3 -1.6 -1.5
1.7 1.9 1.2
3.1 1.6 0.5
0.6 0.3 -1.4
-0.1 -1.0 1.6
-0.2 -0.3 -0.1
0.3 0.2 0.1
0.2 -0.3 -0.6
-0.4 -0.4 -0.3
-0.5 -0.2 -0.3
-0.1 -0.1 -0.1
0.2 0.3 0.0
-0.3 -0.1 0.1
0.2 0.1 -0.6
0.4 0.1 -0.1
-0.6 0.1 0.0
0.4 0.3 -0.4
-0.2 0.2 1.4
-0.3 0.9 -3.0
0.0 1.8 -0.2
-0.5 -0.4 0.2
1.0 0.8 0.2
-1.3 -2.4 2.1
1.4 -0.8 0.5
0.0 -0.1 0.0
0.0 -0.3 -0.2
-0.1 0.0 -0.2
0.0 -0.3 -0.5
0.1 0.1 0.2
-0.1 -0.6 0.1
0.1 0.0 0.1
-0.2 -0.1 0.0
-0.1 0.0 0.5
0.3 -0.2 0.2
-0.5 -0.1 -0.3
-0.2 -0.9 -0.6
-0.4 -0.8 0.8
0.0 1.5 0.0
0.5 -0.4 1.1
0.9 0.9 1.0
-1.9 -4.2 0.4
-0.5 0.8 -3.1
1.2 2.2 1.0
-0.2 0.6 0.4
0.0 0.1 -0.1
0.0 -0.1 0.0
0.7 1.0 0.3
0.1 -0.1 -0.8
0.1 -0.3 0.4
0.0 -0.2 0.0
0.4 0.2 0.1
-0.2 0.1 -0.2
-0.1 -0.1 -0.1
-0.1 -0.6 -0.1
0.2 0.7 -0.5
-0.4 0.4 -0.4
-7.9 -1.0 4.0
13.6 -1.3 -3.1
-0.9 -0.1 0.4
-3.3 0.6 -2.6
0.0 0.5 0.0
-2.1 -1.0 5.1
-1.5 1.9 -3.8
1.2 1.2 0.4
0.7 -0.3 -0.7
-5.2 4.2 2.3
9.3 -7.1 -2.8
-2.6 -0.5 0.9
-1.2 -0.1 0.6
1.5 1.0 -1.5
-3.2 0.7 3.0
-0.2 2.7 -4.2
1.4 0.0 1.1
0.4 -0.1 0.1
0.0 5.3 -4.7
1.3 2.6 -4.5
1.3 -0.8 0.0
0.2 1.6 2.3
-1.0 -0.5 0.5
-2.2 -10.6 8.6
0.0 1.4 -0.5
0.4 1.0 -1.9
0.4 0.0 -0.2